20
Properties=species:S:1:pos:R:3:forces:R:3:lowdin_charge:R:1 method="wB97M-V/def2-TZVPD" homo_energy_ev=-7.79 multiplicity=1 lumo_ha=0.0287 smiles="CC/C(N)=C/N.C=O" total_energy_ha=-382.3977 total_charge=0
O 3.275 3.808 -2.816 -0.0222 0.0346 0.0029 -0.003
N 0.934 -2.121 2.466 -0.8929 -0.2309 0.0541 0.014
N -0.073 -0.356 0.326 -0.9407 -0.2724 0.4538 0.086
C -2.366 -0.992 0.887 -0.0818 -1.1219 1.5159 -0.231
C -2.772 -1.596 -0.444 0.0880 0.0714 -0.8225 -0.115
C 2.396 4.063 -3.588 -0.0838 -0.1657 -0.1549 -0.152
C -0.462 -1.879 2.211 1.6573 -0.5997 -0.2769 -0.164
C -0.893 -1.088 1.233 -0.4593 -0.1841 -0.8656 -0.373
H 2.001 3.315 -4.301 0.0791 -0.0423 0.0607 0.079
H -2.441 -0.961 -1.269 -0.1881 -0.0003 -0.0298 0.064
H 1.183 -1.870 3.410 0.3878 0.0489 -0.1380 0.066
H -1.051 -2.608 2.757 -0.5698 0.5356 -0.0576 0.105
H -3.848 -1.786 -0.537 0.0891 0.4297 0.1643 0.068
H -0.329 0.608 0.470 0.6723 0.4079 -0.4905 0.085
H -2.322 -2.572 -0.638 0.2678 0.0361 0.3571 0.075
H -2.762 0.012 1.073 0.1190 0.0683 -0.4120 0.109
H 1.921 5.054 -3.645 0.0240 0.1693 0.0938 0.076
H 1.578 -1.817 1.757 0.0855 0.2959 0.2606 0.048
H 0.910 -0.561 0.271 0.0325 0.3143 0.3685 0.064
H -2.817 -1.608 1.678 -0.2639 0.2051 -0.0840 0.099